# 1
Density functional theory data (ωB97M-V/def2-TZVPD) for C3H4N2O2 as an isolated structure in a non-equilibrium geometry.

Properties
Energy relative to the best compared isomer or geometry (same formula, charge and spin) ... 113.0 kcal per mole
Kohn-Sham gap ... 0.3021 Eh
DFT total energy ... -376.58374 a.u.

Structure (XYZ):
```
11
Properties=species:S:1:pos:R:3:forces:R:3:nbo_charge:R:1
C -0.2482 -1.0923 -0.1577 2.49 0.98 0.52 -0.2405
C -1.4970 -0.8900 0.2155 0.50 0.43 -1.22 -0.0765
C 0.5228 0.2576 -0.1469 -2.59 0.57 -0.75 0.5494
N -1.8484 0.5036 0.2219 -1.44 1.42 0.43 -0.1808
N -1.0519 1.3450 -0.0903 2.90 -1.93 0.01 -0.0958
O 1.3647 0.5250 -1.1921 -0.17 -0.14 -0.34 -0.7078
O 1.0964 0.5078 1.0615 0.39 1.12 0.10 -0.6979
H 0.5168 -1.8763 -0.3437 -1.55 -0.08 0.27 0.2511
H -2.4176 -1.3931 0.3283 -0.15 -1.53 0.21 0.2260
H 2.2839 0.6387 -0.9004 -0.37 -0.12 0.16 0.4851
H 1.2785 1.4740 1.0039 -0.02 -0.72 0.60 0.4876
```
Positions in Å, forces in eV/Å.

# 2
Density functional theory data (ωB97M-V/def2-TZVPD) for C4H9NO2 as an isolated structure in a non-equilibrium geometry.

Properties
Energy relative to the best compared isomer or geometry (same formula, charge and spin) ... 133.2 kcal per mole
Kohn-Sham gap ... 0.2160 Eh
DFT total energy ... -362.87319 a.u.

Structure (XYZ):
```
16
Properties=species:S:1:pos:R:3:forces:R:3:nbo_charge:R:1
O -0.4334 -1.3960 -0.8273 0.55 1.05 -0.61 -0.8041
C -0.4454 -1.0673 0.3978 -0.44 -0.15 0.66 0.8353
N -1.0990 0.1987 0.7030 0.90 -0.39 -0.55 -0.6772
C -0.4123 0.9146 1.8161 -0.78 -1.08 -1.85 -0.4346
O 0.0018 -1.6823 1.3634 0.24 -0.22 -0.04 -0.7225
C 1.0974 1.7292 -1.2321 1.40 0.96 -2.41 -0.4076
C 1.1568 0.8541 -2.2996 0.17 0.52 -0.23 -0.1893
H -1.1870 0.6603 -0.1956 -0.33 0.50 0.31 0.3318
H 0.5917 1.1743 1.4636 0.06 0.57 0.59 0.1410
H -0.3148 0.0960 2.5214 0.04 0.49 0.65 0.2613
H -1.0641 1.7389 2.0759 0.37 0.26 0.55 0.1936
H 2.0295 1.9899 -0.7452 -0.22 -0.67 0.73 0.2666
H 0.4212 2.5602 -1.3895 -0.91 -0.52 0.98 0.2671
H 0.6898 0.4946 -1.0805 -0.79 -0.58 0.61 0.4173
H 2.0403 0.2828 -2.5462 -0.08 -0.44 0.44 0.2622
H 0.3423 0.8295 -3.0105 -0.19 -0.29 0.17 0.2592
```
Positions in Å, forces in eV/Å.

# 3
Density functional theory data (ωB97M-V/def2-TZVPD) for a 2-piece molecular cluster, C4H13N4 overall in a non-equilibrium geometry.

Properties
Energy relative to the best compared isomer or geometry (same formula, charge and spin) ... 32.6 kcal per mole
Kohn-Sham gap ... 0.3677 Eh
Net charge ... +1
DFT total energy ... -378.98386 a.u.

Structure (XYZ):
```
21
Properties=species:S:1:pos:R:3:forces:R:3:nbo_charge:R:1
C 1.6675 0.3044 0.0155 -1.07 -1.21 -0.52 0.5016
C 2.8827 -0.3237 -0.7896 -1.01 1.36 2.51 -0.6724
C -2.0461 -0.4947 1.0182 3.98 -0.60 1.23 -0.6674
C -1.8884 0.1751 -0.2590 -0.68 -0.57 1.14 0.6168
N 1.8990 0.5695 1.3381 3.51 -1.24 -0.19 -0.8033
N -1.9263 -0.6151 -1.2717 -0.48 -3.98 -3.18 -0.7555
N -2.0691 1.4195 -0.3518 -0.72 4.38 1.40 -0.6961
N 0.4543 0.4343 -0.4261 1.22 -0.32 -1.57 -0.8236
H 3.6576 -0.5869 -0.0851 0.23 -0.17 0.34 0.2168
H 2.6166 -1.2233 -1.2761 -0.58 -0.63 -0.80 0.2380
H 3.3389 0.4074 -1.3995 0.18 0.69 -1.13 0.2448
H -2.8271 -1.1326 0.8363 -2.00 -1.85 0.26 0.2396
H -2.2488 0.1357 1.8668 0.11 0.27 0.13 0.2511
H -1.0560 -1.1058 1.1577 -1.96 1.03 0.11 0.2648
H 2.8671 0.1922 1.5574 -2.01 0.99 0.42 0.3957
H 1.2368 0.5550 2.1048 -0.13 0.11 -0.67 0.4111
H -2.0687 -0.4539 -2.2970 0.33 0.47 1.72 0.4388
H -1.9873 -1.6371 -1.0248 0.25 1.67 -0.61 0.4223
H -1.9875 2.1172 0.3978 -0.03 -1.31 0.07 0.4302
H -1.9726 1.9097 -1.1798 0.13 0.60 -2.29 0.4032
H 0.3500 0.1990 -1.4565 0.75 0.30 1.65 0.3436
```
Positions in Å, forces in eV/Å.

# 4
Density functional theory data (ωB97M-V/def2-TZVPD) for C21H23N5Ti as an isolated structure.

Properties
Energy relative to the best compared isomer or geometry (same formula, charge and spin) ... 0.0 kcal per mole
Kohn-Sham gap ... 0.2620 Eh
Net charge ... +4
DFT total energy ... -1935.82452 a.u.

Structure (XYZ):
```
50
Properties=species:S:1:pos:R:3:forces:R:3:nbo_charge:R:1
Ti 0.1238 -0.0673 -0.3927 -0.09 0.00 0.04 2.0727
C -0.8934 -0.4664 2.5334 -0.05 0.03 -0.06 -0.2206
C -2.1532 -0.7930 1.7282 0.06 -0.08 -0.03 -0.4804
C -1.9038 -1.8951 0.7314 -0.12 0.06 0.20 0.2690
C -2.6548 -3.0498 0.6665 0.02 0.01 -0.01 -0.1969
C -2.3057 -4.0599 -0.2285 0.02 0.01 0.00 0.0014
C -1.1828 -3.9109 -1.0488 0.00 0.01 0.05 -0.1903
C -0.4695 -2.7464 -0.9610 0.03 -0.09 -0.10 0.0523
N -0.8331 -1.7466 -0.1011 0.08 -0.08 -0.10 -0.6289
N 0.2606 0.1369 1.7347 0.07 -0.03 0.05 -0.4815
C 1.5518 -0.4957 2.1621 -0.01 -0.03 -0.03 -0.2747
C 2.6005 -0.2138 1.1295 0.00 -0.01 0.03 0.2311
C 3.9471 -0.1759 1.3982 0.00 -0.01 0.00 -0.2002
C 4.8456 0.0197 0.3502 -0.01 0.01 0.01 0.0008
C 4.3622 0.1874 -0.9464 -0.01 0.00 -0.01 -0.2025
C 3.0074 0.1564 -1.1611 0.01 0.01 -0.01 0.0878
N 2.1215 -0.0480 -0.1404 0.00 0.01 0.00 -0.6313
C 0.3376 1.6224 1.9579 -0.07 0.00 -0.08 -0.2801
C -0.7004 2.2695 1.0894 0.13 0.00 0.10 0.2359
C -1.3579 3.4364 1.3933 0.00 -0.02 0.02 -0.2013
C -2.3053 3.9322 0.4985 0.00 -0.01 0.00 0.0008
C -2.5771 3.2281 -0.6749 0.00 0.00 0.00 -0.2047
C -1.8803 2.0759 -0.9381 0.01 -0.01 -0.01 0.0839
N -0.9358 1.5970 -0.0747 -0.14 0.21 -0.04 -0.6193
H -1.1373 0.2235 3.3403 -0.02 0.01 -0.01 0.2611
H -0.5207 -1.3814 2.9909 0.00 0.01 0.01 0.2506
H -2.9087 -1.1322 2.4380 0.01 0.00 0.01 0.3052
H -2.5829 0.0879 1.2456 0.00 0.00 0.00 0.2494
H -3.5055 -3.1700 1.3254 0.00 0.00 0.00 0.2879
H -2.8962 -4.9683 -0.2744 0.00 0.00 0.00 0.2929
H -0.8699 -4.6899 -1.7315 -0.01 -0.01 0.00 0.2955
H 0.4156 -2.5798 -1.5710 -0.01 -0.01 0.00 0.2415
H 1.8418 -0.1380 3.1525 0.00 0.00 0.00 0.2788
H 1.4003 -1.5751 2.2343 0.00 0.00 0.01 0.2651
H 4.2995 -0.3012 2.4148 0.00 0.00 0.00 0.2877
H 5.9114 0.0498 0.5461 0.00 0.00 0.00 0.2926
H 5.0325 0.3494 -1.7803 0.00 0.00 0.00 0.2952
H 2.5943 0.3013 -2.1485 0.01 0.00 0.00 0.2349
H 0.1954 1.8551 3.0138 0.01 -0.01 0.00 0.2773
H 1.3338 1.9743 1.6746 0.00 0.00 0.00 0.2616
H -1.1465 3.9515 2.3224 -0.01 0.00 0.00 0.2885
H -2.8377 4.8497 0.7227 0.00 0.00 0.00 0.2930
H -3.3226 3.5754 -1.3784 0.00 0.00 0.00 0.2956
H -2.0640 1.5026 -1.8354 0.00 0.00 -0.01 0.2378
C -0.0603 0.4229 -5.0584 0.02 -0.02 0.09 -0.7792
C -0.0015 0.2740 -3.6288 -0.01 -0.03 0.01 0.7213
N 0.0450 0.1526 -2.4779 0.08 0.02 -0.02 -0.6626
H -1.0150 0.0277 -5.4201 0.01 0.01 -0.03 0.3354
H 0.7647 -0.1382 -5.5095 -0.01 0.01 -0.03 0.3352
H 0.0295 1.4836 -5.3127 -0.01 0.00 -0.03 0.3348
```
Positions in Å, forces in eV/Å.

# 5
Density functional theory data (ωB97M-V/def2-TZVPD) for C25H23Cl2N7O2SeTl as an isolated structure in a non-equilibrium geometry.

Properties
Energy relative to the best compared isomer or geometry (same formula, charge and spin) ... 0.0 kcal per mole
Kohn-Sham gap ... 0.2543 Eh
Net charge ... +1
DFT total energy ... -4994.37808 a.u.

Structure (XYZ):
```
61
Properties=species:S:1:pos:R:3:forces:R:3:lowdin_charge:R:1
Tl 0.7094 -0.2394 -0.3798 -1.51 0.05 0.33 0.8862
Cl -3.2959 5.4409 -1.4745 0.01 -0.02 0.01 0.7109
C -2.4002 4.2567 -0.6003 0.02 0.04 0.01 -0.6633
C -2.1823 3.0238 -1.1853 -0.05 -0.10 0.03 -0.0196
C -1.4724 2.0358 -0.5036 -0.06 -0.06 -0.09 -0.2178
N -1.1888 0.7570 -1.0144 0.44 0.34 -0.39 -0.0027
C -2.0538 0.1960 -1.8989 -0.18 -0.09 0.10 -0.4760
O -3.1693 0.6155 -2.1659 0.10 0.06 -0.08 0.0745
C -1.6347 -1.1121 -2.5148 -0.04 0.01 0.09 -0.2028
C -2.3282 -1.6081 -3.6099 0.00 0.06 0.00 0.0250
C -1.9650 -2.8446 -4.1100 -0.01 -0.04 0.02 -0.0239
C -0.9457 -3.5526 -3.4852 0.01 -0.01 -0.04 -0.0319
C -0.3055 -2.9767 -2.4048 -0.12 0.06 0.01 -0.1426
N -0.6436 -1.7731 -1.9303 0.23 -0.35 -0.16 0.0087
C -0.9725 2.3337 0.7608 -0.04 -0.04 0.09 -0.2117
C -1.1847 3.5726 1.3501 -0.01 -0.07 0.06 -0.0281
C -1.9033 4.5367 0.6749 -0.03 0.06 -0.03 -0.6759
Cl -2.1477 6.0728 1.4176 -0.02 -0.03 0.00 0.7026
N -0.0852 1.3971 1.3139 0.46 -0.03 0.00 0.1012
C -0.0787 1.0062 2.5237 -0.04 -0.07 0.00 -0.3713
O -1.0191 1.2654 3.4249 -0.17 0.20 0.04 0.0691
C 1.1209 0.2497 2.9829 -0.09 -0.10 -0.06 -0.2105
C 1.6375 0.4629 4.2495 -0.06 -0.04 0.05 0.0245
C 2.8438 -0.1408 4.5718 0.03 0.01 -0.01 -0.0225
C 3.4541 -0.9604 3.6381 0.04 0.02 0.01 -0.0238
C 2.8416 -1.1423 2.4073 -0.15 -0.04 0.04 -0.1192
N 1.6986 -0.5410 2.0777 0.39 -0.02 0.07 0.0282
H -2.5973 2.8175 -2.1580 0.01 0.06 0.00 0.1146
H -3.1261 -1.0169 -4.0348 -0.01 -0.01 0.01 0.1282
H -2.4760 -3.2600 -4.9685 0.01 0.00 0.00 0.1198
H -0.6430 -4.5298 -3.8346 -0.01 0.01 0.00 0.1152
H 0.5044 -3.4867 -1.8992 0.04 0.01 -0.02 0.0850
H -0.7865 3.7843 2.3325 0.02 0.03 -0.03 0.1230
H 1.1183 1.1111 4.9413 0.01 0.00 -0.01 0.1292
H 3.3079 0.0432 5.5315 -0.03 -0.04 0.02 0.1221
H 4.3986 -1.4427 3.8465 -0.02 -0.03 0.01 0.1179
H 3.2747 -1.7892 1.6557 0.05 0.05 -0.02 0.0695
N -2.5815 -0.9628 3.6128 0.09 0.07 0.04 0.0136
C -3.1370 -1.5406 2.3641 0.04 0.07 -0.02 -0.2050
C -2.3442 -1.1073 1.1407 0.00 -0.02 0.03 -0.2278
N -0.9579 -1.6178 1.0920 0.05 0.03 0.03 0.0068
H -3.3356 -0.6394 4.2086 0.00 -0.04 0.01 0.1049
H -1.6004 0.4345 3.5666 0.13 0.08 -0.09 0.0878
H -2.0859 -1.6628 4.1523 -0.04 -0.04 0.02 0.0988
H -4.1578 -1.1805 2.2394 0.00 -0.02 0.01 0.1257
H -3.1818 -2.6304 2.4256 -0.01 -0.01 0.02 0.1198
H -2.3213 -0.0180 1.1079 0.01 0.00 -0.01 0.1013
H -2.8634 -1.4401 0.2419 0.02 0.01 -0.03 0.1238
H -0.9596 -2.5843 0.7805 0.01 0.00 -0.01 0.0936
H -0.5491 -1.6143 2.0219 0.03 -0.01 -0.02 0.0634
Se 2.6909 -1.5288 -1.1609 0.49 -0.08 0.04 0.7801
C 3.4761 -0.2910 -2.3978 -0.01 0.07 -0.10 -0.6286
C 2.7764 0.1968 -3.4921 -0.04 0.02 0.05 -0.1114
C 3.4458 1.0296 -4.3759 0.03 0.07 0.01 -0.1275
N 4.7217 1.3818 -4.2345 -0.01 -0.08 -0.01 0.0746
C 5.3808 0.8914 -3.1907 -0.02 0.06 0.00 -0.1272
C 4.8067 0.0566 -2.2385 0.01 0.00 0.00 -0.1058
H 1.7359 -0.0548 -3.6557 0.02 -0.04 -0.05 0.0974
H 2.9312 1.4322 -5.2411 -0.01 0.00 0.02 0.1141
H 6.4187 1.1900 -3.0953 0.00 -0.02 0.00 0.1138
H 5.3870 -0.3025 -1.3997 0.00 0.01 -0.01 0.1018
```
Positions in Å, forces in eV/Å.

# 6
Density functional theory data (ωB97M-V/def2-TZVPD) for a 2-piece molecular cluster, C10H15Cl2N3 overall in a non-equilibrium geometry.

Properties
Kohn-Sham gap (alpha / beta) ... 0.2424 / 0.2321 Eh
Net charge ... +2
DFT total energy ... -1474.00369 a.u.

Structure (XYZ):
```
30
Properties=species:S:1:pos:R:3:forces:R:3:nbo_charge:R:1
C -2.4046 1.5029 0.2943 -0.21 0.30 0.13 -0.2402
C -3.6660 1.5339 0.8280 0.32 0.13 0.00 -0.1878
C -2.8697 -0.6664 -0.6806 -0.66 -0.39 0.04 -0.2648
C -1.9689 0.4067 -0.5063 0.17 0.12 -0.03 0.2853
C -4.5729 0.4794 0.6235 -0.06 -0.16 -0.06 0.0146
C -4.1433 -0.6397 -0.1473 0.31 -0.18 -0.22 -0.0275
C 0.7498 -0.4942 0.9134 0.27 0.01 0.23 0.6740
C 2.6469 -1.7233 1.8390 0.55 -0.07 0.76 -0.4439
C -0.0241 1.6626 -1.2408 0.40 0.97 -0.13 -0.4435
C -0.3809 -0.6209 -2.0335 0.06 -0.70 -0.61 -0.4422
N 1.8185 -1.1876 0.7609 -0.17 -0.08 -0.61 -0.5610
N 0.2440 0.0554 1.9734 -0.14 0.10 0.09 -0.7932
N -0.7357 0.4113 -1.0845 -0.95 -0.12 0.50 -0.2719
Cl -6.1236 0.5457 1.2662 0.27 0.07 -0.07 0.2449
Cl -5.2202 -1.9321 -0.4283 0.20 0.11 -0.01 0.1561
H -1.7594 2.3511 0.4584 0.03 0.09 0.00 0.2498
H -3.9852 2.3865 1.4076 -0.03 0.07 0.05 0.2724
H -2.6106 -1.5190 -1.2842 0.02 -0.10 -0.05 0.2594
H 2.0294 -2.0167 2.6867 -0.06 -0.02 -0.08 0.2328
H 3.1876 -2.5953 1.4785 -0.11 0.04 -0.05 0.2625
H 3.3719 -0.9704 2.1612 -0.08 -0.07 -0.07 0.2426
H 0.8911 1.5028 -1.8061 -0.06 -0.09 0.09 0.2457
H -0.6324 2.3836 -1.7962 0.02 -0.09 0.03 0.2504
H 0.2428 2.1121 -0.2861 -0.02 -0.05 0.05 0.2275
H -0.5411 -1.6170 -1.6244 0.00 0.05 0.03 0.2314
H -0.9742 -0.5244 -2.9491 0.02 0.03 0.06 0.2541
H 0.6642 -0.5207 -2.3142 -0.01 0.04 0.08 0.2338
H 2.1329 -1.4075 -0.1776 -0.15 0.12 -0.02 0.4481
H 0.7640 0.1762 2.8404 0.05 -0.04 -0.08 0.4481
H -0.6947 0.4376 1.9630 0.01 -0.09 -0.05 0.4425
```
Positions in Å, forces in eV/Å.

# 7
Density functional theory data (ωB97M-V/def2-TZVPD) for C15H20BrClF9NO5S2Tb as an isolated structure in a non-equilibrium geometry.

Properties
Expectation value of S² ... 12.588
Kohn-Sham gap (alpha / beta) ... 0.3038 / 0.1987 Eh
Net charge ... +3
DFT total energy ... -6566.98864 a.u.
Spin multiplicity ... 7

Structure (XYZ):
```
55
Properties=species:S:1:pos:R:3:forces:R:3:lowdin_spin:R:1
C 5.5805 -0.1190 -0.1054 -0.93 0.17 0.06 0.0017
C 4.4231 0.8399 0.3327 1.55 0.45 -0.78 0.0002
N 3.1224 0.5112 -0.2905 -0.22 -0.52 0.52 0.0010
C 2.1263 -0.0452 0.5772 1.23 0.19 -0.49 0.0001
Br 2.9336 -1.5367 1.6292 -0.39 0.13 -0.52 0.0013
O 1.8281 0.9468 1.5855 -1.79 -0.76 -0.63 0.0003
S 0.4525 0.7305 2.4099 -0.81 1.22 4.48 0.0004
O 0.4050 -0.4092 3.2712 0.81 -1.22 -1.78 0.0001
O 0.2637 1.9046 3.1952 0.27 1.03 -1.44 0.0003
C -0.9963 0.6480 1.1893 1.70 -0.86 -0.54 0.0014
Cl -1.9041 -0.8213 1.6927 0.18 0.56 -0.25 0.0014
O -1.6576 1.8450 1.3579 -0.62 -1.14 -0.25 0.0354
C -3.0696 1.8442 1.3225 -1.20 1.58 -0.04 0.0519
C -3.7146 1.7860 2.7971 0.33 0.12 -0.55 0.0710
O -4.7044 0.7693 2.7842 1.09 0.36 1.31 0.5991
C -4.6040 -0.1870 3.8363 -0.14 -1.93 -0.58 0.0855
C -5.0407 -1.5799 3.2624 -0.02 0.13 0.17 0.0313
C -0.3475 0.4848 -0.2747 -0.89 1.39 0.04 0.0020
C 0.0531 1.9500 -0.6791 0.44 -0.07 0.16 0.0003
S -1.8066 -0.1309 -1.2593 0.31 0.20 -0.55 0.0010
C 0.8485 -0.5453 -0.2301 -0.28 0.04 1.68 0.0005
C 1.2013 -1.3219 -1.5224 -0.10 -0.37 1.46 0.0026
F 0.3371 -2.3426 -1.6321 0.11 0.41 -0.73 0.0014
F 2.4562 -2.0126 -1.3179 -0.75 0.61 -1.05 0.0335
C 1.3574 -0.6193 -2.9219 1.35 -0.71 -1.23 0.0073
F 2.6874 -0.0904 -3.0122 -1.20 -0.83 0.25 0.0278
F 0.5629 0.3569 -3.2520 -0.23 0.11 0.55 0.0013
C 1.2560 -1.6329 -4.2129 -0.07 2.25 -0.74 0.0171
F 2.1000 -1.0389 -5.1825 -0.84 -1.62 1.60 0.0228
F 1.7908 -2.9384 -3.9706 -3.00 0.45 -0.74 0.0358
C -0.1688 -1.6892 -4.8755 -0.73 -1.50 -1.62 0.0005
F -0.1568 -2.7848 -5.6364 0.25 -0.23 0.37 0.0007
F -0.3574 -0.6799 -5.6869 0.41 0.73 0.48 0.0002
F -1.1459 -1.7729 -4.0117 0.22 0.10 0.64 0.0002
H 6.4482 0.1082 0.5337 -0.15 -0.29 -0.50 0.0001
H 5.2870 -1.1784 0.0084 0.23 0.42 0.20 0.0002
H 5.8190 0.0543 -1.1753 0.10 0.07 0.52 0.0006
H 4.4187 0.9537 1.4266 -0.43 -0.22 -0.39 0.0001
H 4.7228 1.8292 -0.0672 -0.31 -0.36 0.36 0.0000
H 2.7656 1.3146 -0.8003 -0.11 -0.05 0.33 0.0000
H -3.5502 1.1325 0.6374 0.48 -0.13 0.46 -0.0002
H -3.3631 2.8433 0.9488 0.44 -0.45 0.11 0.0025
H -4.2622 2.7374 2.9867 0.13 -0.46 -0.28 0.0387
H -2.9365 1.6482 3.5651 -0.39 -0.17 -0.25 0.0006
H -3.5833 -0.2968 4.2406 -0.31 0.80 -0.10 0.0110
H -5.2897 0.1552 4.6497 0.09 0.05 -0.44 0.0593
H -5.6823 -2.1089 3.9830 0.11 0.29 -0.40 -0.0007
H -5.5396 -1.4719 2.2834 -0.01 -0.01 0.60 0.0001
H -4.1450 -2.2066 3.1056 -0.29 0.40 0.11 0.0070
H 0.4004 2.5392 0.1919 -0.24 -0.42 -0.32 0.0000
H 0.9088 1.9735 -1.3788 -0.69 -0.06 0.01 0.0000
H -0.8149 2.4878 -1.0877 0.49 -0.22 0.01 0.0000
H -1.9269 0.8599 -2.1856 0.36 -0.25 0.41 0.0000
H 0.4654 -1.3472 0.4460 0.17 0.11 -0.72 0.0000
Tb 3.7462 -2.3462 -3.4809 4.31 0.48 1.01 4.8430
```
Positions in Å, forces in eV/Å.